(1)
Formula: C12H18BF3O3P
Source: OMol25
Level of theory: ωB97M-V/def2-TZVPD

The HOMO energy comes out at -3.7 eV. The calculation puts the LUMO energy at 1.81 eV. As for the multiplicity: 1. Its charge is -1. The gap between HOMO and LUMO is 5.5 eV.

Positions of all 38 atoms, in Å:
B  3.020  -1.920  1.310
C  -0.137  -1.530  0.281
C  -3.929  4.153  -1.756
C  -0.051  -3.340  1.870
H  -3.052  3.394  -3.603
F  -1.901  1.281  -1.528
C  -3.999  3.377  -3.069
H  -3.084  -1.850  1.907
O  -1.327  4.714  -0.803
H  5.439  -0.308  2.296
F  0.015  2.110  -0.976
C  -2.062  -2.046  1.621
H  -4.753  3.825  -3.725
H  5.601  -0.448  0.538
H  2.193  -2.662  -0.536
H  6.841  -1.128  1.622
C  -1.452  -1.266  0.643
H  -1.715  3.108  0.432
H  -1.837  -3.684  2.998
H  0.346  -0.926  -0.474
P  4.782  -2.477  1.634
H  -3.462  5.133  -1.906
F  -0.967  2.799  -2.763
C  0.575  -2.565  0.887
O  -3.323  3.481  -0.685
C  2.013  -2.844  0.527
H  -4.268  2.336  -2.884
O  5.209  -3.397  0.317
H  0.500  -4.145  2.336
H  2.614  -0.895  1.762
H  5.506  -4.257  0.614
H  2.236  -3.895  0.706
C  5.781  -0.945  1.485
H  -4.958  4.338  -1.424
C  -1.848  3.554  -0.587
C  -1.367  -3.081  2.238
H  -1.981  -0.451  0.177
C  -1.194  2.454  -1.483

---

(2)
Formula: C6H11N
Source: OMol25
Level of theory: ωB97M-V/def2-TZVPD

The HOMO energy comes out at -7.2 eV. The calculation puts the LUMO energy at 0.95 eV. As for the multiplicity: 1. Its charge is 0. The gap between HOMO and LUMO is 8.2 eV. As for the structure (SMILES): C=C/C=C(\C)NC.

Positions of all 18 atoms, in Å:
H  -0.562  -2.180  2.957
C  -0.641  -1.271  2.346
H  -1.673  -1.099  2.286
H  -0.954  1.892  0.473
N  -0.035  -1.341  1.065
H  0.677  1.687  0.937
H  -0.795  1.112  1.890
C  -0.098  -0.146  0.269
H  1.039  1.535  -3.848
H  -0.115  -2.307  0.594
H  0.762  -0.338  -3.716
C  0.238  -0.234  -1.044
C  0.854  0.635  -3.295
C  0.667  0.820  -1.926
H  -0.360  -0.411  2.905
H  0.572  1.851  -1.485
H  0.692  -1.395  -1.353
C  -0.267  1.191  0.946

---

(3)
Formula: C22H37AsBCoN6O2
Source: OMol25
Level of theory: ωB97M-V/def2-TZVPD

The HOMO energy (spin up / spin down) comes out at -11.3 / -11.3 eV. The calculation puts the LUMO energy (spin up / spin down) at -2.77 / -3.40 eV. As for the multiplicity: 4. Its charge is +1. The gap between HOMO and LUMO (spin up / spin down) is 8.6 / 7.9 eV.

Positions of all 70 atoms, in Å:
H  -5.033  -1.332  -1.572
C  -2.447  -0.243  -1.748
C  3.493  -0.935  -0.408
H  -2.536  -1.087  0.178
H  -0.321  -4.694  -0.062
As  -0.192  -2.776  1.546
H  1.918  -2.908  2.889
N  1.648  0.498  -1.344
H  -3.009  -2.819  -2.295
H  0.231  2.677  -3.699
O  -1.222  0.113  2.577
H  -1.566  -2.787  -1.273
C  3.420  0.284  -2.684
C  -2.650  -2.659  -1.278
H  4.385  -0.007  -3.062
C  0.445  3.823  2.067
H  0.497  -3.145  3.933
C  -4.522  -1.074  -0.645
N  0.159  3.066  -1.479
H  -2.491  -3.754  1.337
C  0.336  3.747  0.567
H  -1.603  4.500  2.232
H  -3.836  -0.245  -3.487
O  0.038  -1.573  0.415
H  0.275  5.910  0.078
C  2.474  1.080  -3.299
C  0.368  -4.435  0.739
H  2.398  2.897  2.199
H  -1.947  -3.726  3.028
C  3.040  -2.388  -0.600
H  2.480  1.564  -4.261
N  -1.314  0.428  -1.519
C  -2.033  1.022  -3.506
H  0.368  -5.218  1.497
N  0.267  2.646  -0.197
C  -3.010  -1.250  -0.792
H  2.126  -0.383  1.180
H  -3.099  -3.420  -0.634
Co  0.082  0.494  -0.013
H  -0.911  3.953  3.766
C  -0.879  0.704  1.685
B  0.181  2.090  -2.666
C  0.916  -2.553  3.120
C  0.248  4.884  -0.246
H  -1.410  2.778  2.536
C  1.416  2.801  2.661
H  3.641  0.539  1.181
N  1.427  1.199  -2.477
H  0.061  4.922  -2.470
H  1.369  -4.316  0.331
H  0.966  -1.512  3.427
H  -2.013  1.541  -4.450
C  3.205  -0.446  1.013
H  0.845  4.816  2.283
C  0.139  4.402  -1.531
H  -2.598  -2.255  2.284
C  2.863  -0.057  -1.449
H  -4.912  -1.719  0.143
C  -2.013  -3.150  2.105
H  -4.765  -0.041  -0.394
H  1.071  1.781  2.495
H  1.968  -2.467  -0.417
H  3.623  -1.142  1.741
H  1.520  2.954  3.735
H  4.571  -0.891  -0.575
N  -1.067  1.195  -2.597
H  3.241  -2.726  -1.616
H  3.576  -3.041  0.093
C  -2.941  0.111  -3.008
C  -0.956  3.756  2.695

---

(4)
Formula: C38H95N19O19
Source: OMol25
Level of theory: ωB97M-V/def2-TZVPD

The HOMO energy comes out at -9.1 eV. The calculation puts the LUMO energy at 0.05 eV. As for the multiplicity: 1. Its charge is 0. The gap between HOMO and LUMO is 9.1 eV.

Positions of all 171 atoms, in Å:
H  -1.474  -3.952  6.725
H  -2.960  -0.946  -3.376
C  -1.732  0.406  3.573
H  0.350  7.963  0.734
H  -2.631  0.096  2.954
C  -7.625  4.788  -2.728
H  -3.635  3.175  -3.849
N  -2.616  3.300  -4.049
H  2.677  -7.993  1.225
H  -1.243  4.215  4.411
H  3.928  -5.805  0.890
H  6.381  2.146  -0.674
N  -5.216  -1.028  -1.415
H  0.352  -3.081  -5.048
H  -4.275  -0.622  -4.486
C  -4.039  -1.054  -3.523
H  3.502  3.667  -0.166
C  -1.237  -4.777  -1.998
H  -3.863  -1.491  1.918
H  1.466  -7.059  0.461
O  0.827  -2.545  7.138
H  -1.606  3.234  -0.982
N  -6.880  2.517  -2.469
H  0.841  1.068  -2.807
H  -2.839  4.490  -1.450
C  0.611  -3.616  6.650
H  -1.008  0.856  2.927
C  2.204  -6.039  2.153
N  2.885  6.635  2.485
H  0.547  0.475  4.897
C  -0.151  4.187  4.596
H  -6.181  1.822  -2.232
H  -2.789  -2.182  3.251
H  -1.326  0.577  -1.251
H  -4.261  -2.117  -3.616
N  -3.314  -2.259  2.328
O  -0.635  -5.560  -2.772
H  -5.395  -0.572  -0.504
C  0.483  0.252  -0.174
H  -7.747  2.337  -2.032
H  -1.951  1.165  4.260
C  3.631  4.305  2.801
O  -5.325  3.988  -3.111
C  2.079  -3.663  -3.955
H  -0.945  -1.132  -1.012
O  -5.629  0.287  1.396
N  -2.546  -4.800  -1.855
H  -0.474  -5.429  6.659
H  3.807  -0.225  3.266
C  4.341  1.870  -0.683
H  3.755  1.611  -6.321
H  -7.266  5.775  -2.984
H  0.317  5.124  4.313
H  1.117  -2.030  1.215
C  -2.114  -4.339  2.096
H  -1.631  -0.791  -5.595
H  4.036  0.260  -2.581
O  -3.423  -3.335  0.320
O  0.706  0.915  0.836
H  -0.139  0.156  -6.337
H  4.102  3.466  2.294
O  -4.642  0.947  -2.305
C  -0.578  -4.446  7.047
H  -2.794  -4.959  2.636
H  3.827  -4.691  2.208
H  2.254  -3.460  5.506
C  -0.876  0.071  -5.528
H  -4.083  1.633  -0.077
H  3.415  -0.862  -3.845
H  0.463  1.885  -4.247
C  -0.339  7.531  0.068
C  2.708  -1.799  2.628
H  -5.803  2.260  3.327
C  -0.530  -3.657  -1.306
H  0.664  -4.816  -5.199
O  3.388  5.343  0.696
H  4.386  4.554  3.600
N  0.252  5.891  -1.561
C  -0.015  -0.047  -4.217
H  -1.515  -0.122  0.388
H  0.674  -1.496  2.712
H  5.676  2.297  -2.348
O  1.447  -5.600  3.007
H  0.432  4.958  -1.812
H  -0.077  3.905  1.965
C  -2.981  -3.241  1.444
N  1.536  -4.104  5.757
H  -1.504  -4.908  1.414
N  4.687  -2.290  -1.414
N  3.422  2.664  -0.107
N  -0.002  -0.395  4.943
H  0.456  -3.909  -0.920
N  0.676  1.050  -3.798
H  2.780  3.968  3.387
H  -3.165  2.796  -1.626
O  1.195  2.095  4.183
C  -0.100  6.149  -0.276
H  -3.037  -5.492  -2.536
H  -2.133  3.429  -4.938
H  2.260  0.817  -5.715
H  -1.358  1.052  -5.602
H  -0.366  -2.962  -2.169
H  -7.974  4.763  -1.714
H  3.483  -0.258  -5.913
H  0.396  -1.127  5.545
C  3.219  5.468  1.873
H  2.828  -4.416  -2.323
H  2.261  7.240  1.990
H  1.019  -7.758  1.910
H  1.483  -4.843  5.067
H  4.870  -1.333  -1.049
O  -0.051  -1.057  -3.542
C  5.133  -3.319  -0.679
O  4.211  0.657  -0.682
O  3.677  -2.557  2.621
H  5.853  -2.186  1.000
C  1.859  -7.338  1.423
C  -1.129  -0.705  4.340
H  5.912  -4.055  1.171
H  1.550  -5.437  -3.023
H  -2.970  -4.365  -1.024
N  2.177  -4.673  -3.053
H  2.573  2.262  0.392
H  -5.227  -2.028  -1.624
O  2.826  -2.707  -3.828
O  -1.602  -1.868  4.383
C  6.072  -3.164  0.537
O  -0.583  3.846  -3.343
C  1.194  -3.844  -5.112
O  4.316  2.209  -4.077
H  0.809  2.343  1.799
O  4.751  -4.503  -0.980
C  3.871  1.074  -4.329
H  -1.183  -3.241  -0.509
N  1.414  -0.314  -0.930
H  1.817  -3.681  -5.991
O  -0.154  5.234  0.576
H  2.708  6.579  3.496
H  5.583  3.664  -1.104
N  3.388  -5.470  1.695
H  -1.519  -3.928  2.896
C  -1.755  3.616  -3.056
N  0.357  3.079  2.402
H  -0.053  3.851  5.704
H  -4.013  2.397  3.447
H  0.345  6.534  -2.269
C  0.517  3.038  3.751
H  1.135  -3.254  2.485
C  -4.732  -0.275  -2.412
C  -0.926  -0.175  -0.548
H  2.055  0.151  3.064
H  4.192  -2.522  -2.290
H  -0.634  -4.466  8.173
N  3.856  -0.007  -3.539
C  1.310  -2.205  2.267
H  -8.392  4.515  -3.459
C  -6.467  3.768  -2.784
H  2.398  -0.017  -0.818
N  2.885  -0.497  3.012
C  -4.840  1.699  3.233
H  -1.260  7.561  0.630
H  -0.305  8.216  -0.780
H  1.300  -1.044  -1.605
H  -3.360  2.517  1.234
C  5.566  2.546  -1.259
C  -4.832  1.148  1.826
H  7.114  -3.187  0.152
C  3.343  0.856  -5.685
N  -4.001  1.807  0.938
C  -2.362  3.553  -1.696
H  -4.828  0.912  3.894

---

Please write out number 1 again, unchanged.
Formula: C12H18BF3O3P
Source: OMol25
Level of theory: ωB97M-V/def2-TZVPD

The HOMO energy comes out at -3.7 eV. The calculation puts the LUMO energy at 1.81 eV. As for the multiplicity: 1. Its charge is -1. The gap between HOMO and LUMO is 5.5 eV.

Positions of all 38 atoms, in Å:
B  3.020  -1.920  1.310
C  -0.137  -1.530  0.281
C  -3.929  4.153  -1.756
C  -0.051  -3.340  1.870
H  -3.052  3.394  -3.603
F  -1.901  1.281  -1.528
C  -3.999  3.377  -3.069
H  -3.084  -1.850  1.907
O  -1.327  4.714  -0.803
H  5.439  -0.308  2.296
F  0.015  2.110  -0.976
C  -2.062  -2.046  1.621
H  -4.753  3.825  -3.725
H  5.601  -0.448  0.538
H  2.193  -2.662  -0.536
H  6.841  -1.128  1.622
C  -1.452  -1.266  0.643
H  -1.715  3.108  0.432
H  -1.837  -3.684  2.998
H  0.346  -0.926  -0.474
P  4.782  -2.477  1.634
H  -3.462  5.133  -1.906
F  -0.967  2.799  -2.763
C  0.575  -2.565  0.887
O  -3.323  3.481  -0.685
C  2.013  -2.844  0.527
H  -4.268  2.336  -2.884
O  5.209  -3.397  0.317
H  0.500  -4.145  2.336
H  2.614  -0.895  1.762
H  5.506  -4.257  0.614
H  2.236  -3.895  0.706
C  5.781  -0.945  1.485
H  -4.958  4.338  -1.424
C  -1.848  3.554  -0.587
C  -1.367  -3.081  2.238
H  -1.981  -0.451  0.177
C  -1.194  2.454  -1.483